21
Properties=species:S:1:pos:R:3:nbo_charge:R:1 method="wB97M-V/def2-TZVPD" homo_ev=-8.15 orbital_gap_ev=8.568 de_lowest_kcal_mol=79.34 largest_force_ev_per_a=1.79 e_lumo_ev=0.42 e_tot_ha=-420.45746
O 2.56 1.47 1.25 -0.7820
N 1.04 -0.27 -2.42 -0.6686
N 1.13 0.61 -0.27 -0.7492
C -0.78 -1.90 -0.01 -0.6071
C 0.97 0.76 1.00 0.5539
C -1.91 0.30 -0.69 -0.6008
C 0.30 0.72 2.15 -0.6740
C -0.85 -0.76 -1.03 -0.2820
C 0.51 -0.13 -1.27 0.4596
H -2.89 -0.18 -0.57 0.2107
H -1.12 -1.19 -2.00 0.2297
H 2.41 2.42 1.41 0.5065
H -1.76 -2.36 0.10 0.2095
H 0.81 0.91 3.08 0.2381
H 1.94 0.20 -2.48 0.3277
H -0.45 -1.55 0.97 0.2076
H 2.57 1.26 0.20 0.5457
H -0.75 0.49 2.17 0.2423
H -1.99 1.03 -1.49 0.2172
H -0.07 -2.66 -0.35 0.2174
H -1.68 0.84 0.23 0.1976

---

22
Properties=species:S:1:pos:R:3:nbo_charge:R:1 method="wB97M-V/def2-TZVPD" homo_ev=-9.45 orbital_gap_ev=10.166 de_lowest_kcal_mol=86.24 largest_force_ev_per_a=5.17 e_lumo_ev=0.71 e_tot_ha=-495.70010
O 2.01 2.35 0.38 -0.5567
O -0.60 3.23 0.02 -0.9561
N 0.01 0.79 0.72 -0.7907
N 1.08 1.20 -1.42 -0.4767
C -0.47 -0.27 -0.16 -0.0658
C 1.05 1.82 -0.16 0.8991
C -1.31 -1.95 1.55 -0.6088
C 0.30 -0.04 -1.45 -0.0731
C 1.78 -0.09 -1.46 -0.2274
C -0.36 -1.69 0.40 -0.4015
H -0.93 3.23 -0.88 0.4675
H -1.36 -3.03 1.78 0.2186
H -1.54 -0.07 -0.38 0.1801
H 0.15 0.59 1.70 0.4048
H -0.97 2.16 0.58 0.5187
H -0.57 -2.38 -0.43 0.2103
H 2.32 -0.29 -2.38 0.2189
H -0.99 -1.44 2.47 0.2027
H -0.23 -0.25 -2.38 0.2142
H -2.33 -1.61 1.31 0.2065
H 0.68 -1.86 0.71 0.2049
H 2.28 -0.41 -0.54 0.2104

---

22
Properties=species:S:1:pos:R:3:nbo_charge:R:1 method="wB97M-V/def2-TZVPD" homo_ev=-9.22 orbital_gap_ev=9.944 de_lowest_kcal_mol=172.79 largest_force_ev_per_a=4.78 e_lumo_ev=0.72 e_tot_ha=-495.56217
O 1.84 -1.44 -1.00 -0.5311
O 0.87 2.60 0.53 -0.4921
N -0.20 1.89 0.39 0.2081
N -0.27 1.11 -0.61 -0.1734
C -1.33 -1.01 1.30 -0.6178
C 0.92 0.61 -1.30 -0.3759
C -1.69 0.61 -0.86 -0.2021
C 1.79 -0.36 -0.52 0.5705
C -1.92 -0.84 -0.19 -0.4182
C 2.36 -0.29 1.05 -0.7954
H -2.38 1.32 -0.51 0.2210
H 1.87 0.79 1.48 0.2836
H 1.27 1.55 -1.70 0.2577
H -2.30 -0.59 1.78 0.2148
H 0.60 0.03 -2.18 0.2426
H -1.21 -2.04 1.58 0.2201
H -1.50 0.75 -2.00 0.2143
H -1.39 -1.64 -0.90 0.2056
H 3.68 0.08 0.90 0.2425
H 2.40 -1.54 1.54 0.2854
H -2.99 -1.09 -0.32 0.2189
H -0.43 -0.48 1.56 0.2211

---

23
Properties=species:S:1:pos:R:3:nbo_charge:R:1 method="wB97M-V/def2-TZVPD" homo_ev=-9.65 orbital_gap_ev=7.846 de_lowest_kcal_mol=58.39 largest_force_ev_per_a=3.57 e_lumo_ev=-1.80 e_tot_ha=-893.90653
S 3.69 1.14 0.76 1.6382
O 3.83 0.35 -0.45 -0.8208
O 2.52 1.99 0.81 -0.8124
N -1.44 -2.81 0.86 -0.6124
N -1.66 0.84 -1.51 -0.5975
C -1.43 1.89 0.94 -0.5962
C 0.46 -0.60 -1.12 -0.4624
C -0.67 -2.40 -0.09 0.1418
C 0.56 -1.65 -0.05 -0.4822
C -0.30 1.31 0.23 -0.4793
C -0.66 0.46 -0.90 0.3259
H -1.24 -2.61 1.85 0.3368
H 0.16 0.68 0.96 0.1862
H 1.40 -0.12 -1.12 0.2367
H -1.90 2.68 0.38 0.2200
H 0.39 2.13 -0.08 0.2404
H 0.19 -1.13 -2.02 0.2044
H 0.49 -1.16 0.99 0.2056
H -1.01 -2.71 -1.05 0.1575
H -2.11 1.21 1.51 0.2101
H -1.00 2.47 1.74 0.1979
H 1.46 -2.18 -0.31 0.2426
H -1.70 0.22 -2.34 0.3190

---

25
Properties=species:S:1:pos:R:3:nbo_charge:R:1 method="wB97M-V/def2-TZVPD" homo_ev="-8.71 / -8.71" orbital_gap_ev="7.521 / 7.520" de_lowest_kcal_mol=115.66 largest_force_ev_per_a=4.74 e_lumo_ev="-1.19 / -1.19" e_tot_ha=-1367.29468
S -0.71 2.14 0.06 -0.5118
S -1.57 0.32 -0.15 2.1541
O -2.84 0.25 0.48 -0.9445
O -0.54 -0.67 0.68 -0.7214
O -1.61 -0.10 -1.53 -0.9979
N -1.72 -2.69 0.31 -0.8330
N 0.85 0.14 -1.83 -0.7069
C 1.71 2.38 -2.14 -0.2785
C 1.44 1.20 -1.29 0.2185
C -1.25 -1.71 1.23 0.1428
C -0.37 -2.31 2.28 -0.2039
C 0.26 -1.56 3.19 -0.3784
C 2.26 3.49 -1.60 -0.2641
H -2.19 -1.16 1.70 0.2227
H -0.19 -3.35 2.22 0.2052
H 1.01 -1.83 3.94 0.2106
H 2.04 1.34 -0.40 0.2394
H 1.26 2.42 -3.09 0.2193
H 0.03 0.36 -2.40 0.4482
H -2.64 -2.43 -0.06 0.3843
H 2.42 3.58 -0.56 0.2051
H 0.04 -0.49 3.02 0.1971
H 0.73 -0.78 -1.39 0.4312
H 2.63 4.19 -2.31 0.2139
H -1.04 -2.73 -0.37 0.3482

---

21
Properties=species:S:1:pos:R:3:nbo_charge:R:1 method="wB97M-V/def2-TZVPD" homo_ev=-12.74 orbital_gap_ev=9.834 smiles=Cc1[nH]cc(N(C)C)[nH+]1 de_lowest_kcal_mol=59.19 largest_force_ev_per_a=6.54 total_charge=+1 e_lumo_ev=-2.91 e_tot_ha=-399.78671
N 2.18 -0.44 -0.48 -0.4552
N -1.48 -0.48 0.70 -0.3979
N 0.21 0.18 -1.16 -0.4984
C 1.48 0.15 -1.49 0.4731
C 0.10 -0.37 0.09 0.2907
C 1.29 -0.81 0.50 -0.1143
C -1.62 -1.45 1.81 -0.3956
C -1.94 0.88 1.15 -0.4404
C 2.09 0.83 -2.64 -0.6633
H 2.36 1.72 -2.15 0.2560
H 2.98 0.34 -2.95 0.2572
H -2.24 1.50 0.30 0.2084
H -1.15 1.36 1.79 0.1965
H 1.68 -1.16 1.43 0.2605
H 3.13 -0.37 -0.38 0.4378
H -0.71 0.44 -1.69 0.4894
H -2.59 -1.42 1.94 0.2083
H 1.43 0.99 -3.49 0.2648
H -2.94 0.66 1.77 0.2302
H -1.10 -1.02 2.64 0.1772
H -1.21 -2.45 1.45 0.2151

---

21
Properties=species:S:1:pos:R:3:nbo_charge:R:1 method="wB97M-V/def2-TZVPD" homo_ev=-12.75 orbital_gap_ev=9.370 de_lowest_kcal_mol=137.81 largest_force_ev_per_a=4.52 total_charge=+1 e_lumo_ev=-3.38 e_tot_ha=-399.66142
N -1.61 0.91 -1.12 -0.1455
N -1.70 -0.30 -0.72 -0.1490
N 0.18 0.48 1.03 -0.5123
C -1.94 -0.81 0.67 -0.2699
C 0.57 1.35 -0.12 -0.0935
C -0.45 -0.81 0.59 0.1672
C 0.48 -2.00 0.40 -0.6534
C 1.58 0.72 -1.10 -0.6129
C -0.70 1.74 -0.84 0.0255
H 0.57 -2.18 -0.77 0.2617
H -0.52 1.01 1.60 0.4393
H 1.48 -1.69 0.69 0.2219
H 0.87 2.19 0.35 0.2235
H -2.34 -0.42 1.55 0.2252
H -2.24 -1.86 0.60 0.2508
H 1.75 -0.21 -0.65 0.2170
H -0.61 2.59 -1.47 0.2246
H 0.93 0.39 1.63 0.4301
H 2.47 1.25 -1.21 0.2512
H 0.16 -2.85 0.91 0.2494
H 1.08 0.51 -2.04 0.2489

---

22
Properties=species:S:1:pos:R:3:nbo_charge:R:1 method="wB97M-V/def2-TZVPD" homo_ev=-12.40 orbital_gap_ev=8.104 de_lowest_kcal_mol=177.24 largest_force_ev_per_a=5.56 total_charge=+1 e_lumo_ev=-4.30 e_tot_ha=-474.86854
O -0.85 -1.07 -1.15 -0.5541
N -1.17 1.02 0.07 -0.2978
N 0.92 0.48 0.83 -0.3923
N -0.45 -1.83 -2.02 -0.0051
C 0.67 -1.78 -2.61 -0.1804
C 0.11 0.41 2.06 -0.2402
C -1.31 0.44 1.47 -0.2440
C -1.97 1.70 -0.62 0.1376
C 0.26 0.79 -0.24 0.2662
C 2.28 0.10 0.80 -0.4126
H 0.95 -2.36 -3.48 0.2215
H 0.10 1.50 2.47 0.2099
H -1.96 0.96 2.08 0.2326
H 2.39 -0.90 0.47 0.2250
H -0.98 -2.81 -2.19 0.3623
H 2.71 0.16 1.81 0.2225
H 1.22 -0.79 -2.51 0.2164
H 2.87 0.85 0.29 0.2452
H -1.53 2.19 -1.48 0.2468
H 0.34 -0.30 2.80 0.2494
H -1.54 -0.65 1.36 0.2535
H -3.03 1.88 -0.22 0.2373